# 1
Computed, not measured: C32H45N6PTc as an isolated structure, with wB97M-V/def2-TZVPD.

Each line ends with the Mulliken spin population.
Element x y z (Å)
Tc -0.0948 1.4309 1.0917  2.3244
C 4.9895 -2.0562 -1.8190  -0.0007
C 4.0157 -1.4441 -0.8556  0.0224
C 3.3122 -2.2377 0.0536  -0.0107
C 2.3821 -1.6867 0.9099  0.0344
C 2.1342 -0.3123 0.9101  -0.0331
N 1.1828 0.2353 1.8027  0.1762
C 1.2541 -0.1127 3.1746  -0.0388
C 2.5104 -0.2683 3.7671  0.0455
C 2.6364 -0.6133 5.0949  -0.0161
C 1.5124 -0.7808 5.9037  0.0291
C 1.6466 -1.0966 7.3641  -0.0013
C 0.2653 -0.5968 5.3266  -0.0081
C 0.1235 -0.2872 3.9763  0.0167
N -1.2048 -0.1533 3.4614  0.0376
C -2.3324 -0.6557 3.9990  0.0180
C -3.4122 -0.0682 3.3752  0.0080
C -2.8560 0.7985 2.4436  0.0559
N -1.5225 0.7487 2.4971  -0.0894
C 2.8430 0.4873 0.0129  -0.0172
C 3.7575 -0.0816 -0.8689  -0.0042
N 2.6820 1.9048 -0.0183  0.0335
C 3.6118 2.8270 -0.3377  0.0223
C 3.0056 4.0629 -0.3472  0.0064
C 1.6775 3.8144 -0.0138  0.0057
N 1.4832 2.5088 0.1790  -0.1342
H 5.5374 -2.8736 -1.3526  0.0010
H 5.7089 -1.3236 -2.1806  0.0002
H 4.4648 -2.4668 -2.6848  0.0024
H 3.4939 -3.3049 0.0817  0.0004
H 1.8425 -2.3119 1.6103  0.0009
H 3.3932 -0.1238 3.1585  -0.0007
H 3.6251 -0.7349 5.5188  -0.0003
H 2.5059 -1.7396 7.5476  0.0011
H 0.7576 -1.5947 7.7471  0.0002
H 1.7918 -0.1806 7.9398  0.0030
H -0.6141 -0.6762 5.9510  0.0001
H -2.2923 -1.3996 4.7752  0.0003
H -4.4537 -0.2559 3.5671  0.0011
H -3.3421 1.4379 1.7233  -0.0177
H 4.2684 0.5514 -1.5836  0.0001
H 4.6334 2.5399 -0.5197  0.0010
H 3.4678 5.0118 -0.5535  0.0004
H 0.8582 4.5056 0.1018  0.0153
C -0.6545 -0.1861 -4.4380  0.0014
C -0.1385 0.0498 -3.0127  0.0349
C 0.7536 -1.1277 -2.5940  0.0015
C 0.7629 1.2954 -3.0323  0.0182
P -1.4979 0.2294 -1.7377  0.0015
N -0.8973 0.8924 -0.3806  0.3423
C -2.8329 1.3935 -2.3083  0.0335
C -3.6365 1.9221 -1.1081  -0.0115
C -3.7845 0.7308 -3.3145  -0.0020
C -2.1983 2.6257 -2.9736  -0.0154
C -2.1645 -1.4492 -1.2329  0.0444
C -1.1557 -2.1479 -0.2932  0.0475
C -2.4658 -2.3701 -2.4228  0.0033
C -3.4622 -1.2699 -0.4292  -0.0138
H 0.2075 -0.4185 -5.0671  -0.0006
H -1.1246 0.7026 -4.8556  0.0005
H -1.3496 -1.0186 -4.5236  0.0002
H 1.6319 -1.1198 -3.2427  0.0026
H 0.2713 -2.0927 -2.7196  -0.0009
H 1.0996 -1.0357 -1.5653  -0.0004
H 1.6313 1.0546 -3.6493  0.0010
H 1.1161 1.5467 -2.0376  -0.0020
H 0.2927 2.1708 -3.4663  0.0009
H -4.2500 1.1683 -0.6255  0.0011
H -4.3057 2.7006 -1.4774  -0.0002
H -2.9839 2.3840 -0.3667  0.0236
H -4.4020 -0.0443 -2.8655  0.0000
H -3.2688 0.3091 -4.1749  -0.0002
H -4.4582 1.5046 -3.6871  0.0002
H -1.4475 3.0993 -2.3384  0.0075
H -2.9933 3.3520 -3.1455  -0.0002
H -1.7559 2.3995 -3.9405  0.0002
H -0.3915 -2.6974 -0.8360  -0.0005
H -1.7056 -2.8701 0.3122  0.0016
H -0.6623 -1.4541 0.3881  -0.0172
H -1.5747 -2.6481 -2.9796  0.0001
H -3.1927 -1.9456 -3.1138  0.0012
H -2.8967 -3.2916 -2.0255  -0.0002
H -3.3214 -0.6265 0.4395  0.0024
H -3.7570 -2.2540 -0.0620  0.0012
H -4.2869 -0.8909 -1.0266  0.0012

Calculated values
Spin multiplicity: 4
Total charge: +2
E: -1996.55400 hartree
Expectation value of S²: 3.767

***

# 2
Computed, not measured: C32H45N7O5P2S3W as an isolated structure at a distorted geometry, with wB97M-V/def2-TZVPD.

Each line ends with the Mulliken spin population.
Element x y z (Å)
W 0.3990 0.6085 -0.5747  1.4518
C -1.6589 1.5788 -4.2806  0.0065
C -1.1001 2.8554 -3.7191  -0.0079
C -0.8489 3.9277 -4.5646  -0.0004
C -0.4273 5.1477 -4.0636  -0.0018
C -0.2857 5.3110 -2.6981  -0.0040
C -0.5243 4.2573 -1.8233  0.0134
C -0.3968 4.4649 -0.3476  0.0019
C -0.8863 3.0144 -2.3431  -0.0092
N -1.0542 1.8579 -1.5043  0.1204
C -2.3450 1.4122 -1.4377  -0.0140
O -3.3787 2.0552 -1.5377  0.0464
C -2.4085 -0.0953 -1.3702  0.0352
C -3.5121 -0.8993 -1.5914  -0.0094
C -3.2955 -2.2679 -1.7575  0.0137
C -2.0057 -2.7978 -1.7518  -0.0097
C -0.9507 -1.9286 -1.5291  0.0295
N -1.1945 -0.6438 -1.2995  0.0219
C 0.5156 -2.2082 -1.7354  0.0304
O 0.8769 -3.3483 -2.0061  0.0395
N 1.2587 -1.0771 -1.6917  0.0038
C 2.5578 -1.2191 -2.2822  0.0436
C 3.5654 -1.9472 -1.6492  -0.0198
C 3.3322 -2.6379 -0.3398  0.0498
C 4.7995 -2.0663 -2.2744  -0.0020
C 5.0311 -1.4909 -3.5093  -0.0024
C 4.0052 -0.8237 -4.1555  0.0016
C 2.7543 -0.6997 -3.5660  -0.0045
C 1.6173 -0.0989 -4.3377  -0.0120
H -1.4643 1.5123 -5.3499  0.0001
H -2.7405 1.5456 -4.1310  0.0002
H -1.2314 0.6968 -3.8027  -0.0011
H -0.9972 3.8020 -5.6297  -0.0001
H -0.2331 5.9742 -4.7343  0.0000
H 0.0073 6.2712 -2.2930  0.0002
H -1.0330 3.7525 0.1786  0.0083
H -0.6903 5.4771 -0.0719  -0.0008
H 0.6299 4.2948 -0.0206  -0.0088
H -4.4920 -0.4523 -1.6784  -0.0001
H -4.1378 -2.9211 -1.9451  -0.0001
H -1.8011 -3.8371 -1.9614  0.0008
H 2.5338 -2.1526 0.2134  -0.0237
H 4.2401 -2.6217 0.2623  0.0035
H 3.0440 -3.6772 -0.5178  -0.0013
H 5.5881 -2.6155 -1.7755  0.0000
H 6.0022 -1.5802 -3.9778  -0.0002
H 4.1649 -0.4022 -5.1394  0.0001
H 0.9172 -0.8787 -4.6508  0.0005
H 1.9830 0.4058 -5.2304  -0.0023
H 1.0590 0.6244 -3.7386  -0.0009
S 4.0788 0.7513 0.1771  0.2332
C 2.6315 1.5022 -0.0791  -0.0321
S 1.4906 1.8771 1.1944  -0.0369
S 1.9973 1.9736 -1.6655  0.0496
C -1.4058 2.9539 3.0802  -0.0015
N -1.6564 1.5720 3.4574  0.0013
C -2.1178 1.3627 4.8185  0.0001
P -1.6788 0.3439 2.3901  -0.0023
O -1.2793 0.7850 1.0261  0.0187
O -0.7065 -0.7870 2.9986  0.0009
P 0.6382 -1.4426 2.3635  -0.0037
O 0.6948 -1.0935 0.9135  -0.0238
N 0.5223 -3.0596 2.5254  0.0014
C 0.2068 -3.9362 1.4018  0.0053
C 0.8220 -3.7524 3.7646  0.0003
N 1.7800 -0.9652 3.4232  -0.0013
C 1.7206 0.2027 4.2848  0.0037
C 3.1394 -1.4588 3.1755  0.0039
N -3.1369 -0.4109 2.5112  0.0001
C -3.2930 -1.8207 2.1809  -0.0019
C -4.3036 0.4037 2.1865  0.0006
H -2.2973 3.5645 3.2455  0.0001
H -1.1312 2.9967 2.0314  0.0005
H -0.5841 3.3600 3.6737  0.0002
H -3.0989 1.8200 4.9770  0.0000
H -1.4112 1.8115 5.5201  0.0000
H -2.1908 0.2978 5.0278  0.0000
H 1.0921 -4.4811 1.0682  0.0003
H -0.1647 -3.3610 0.5631  0.0011
H -0.5585 -4.6514 1.7120  -0.0003
H 1.0203 -3.0351 4.5562  0.0002
H 1.6975 -4.3939 3.6407  -0.0001
H -0.0240 -4.3771 4.0579  0.0000
H 0.6836 0.4291 4.5240  0.0002
H 2.1799 1.0695 3.8127  -0.0008
H 2.2511 -0.0305 5.2102  0.0001
H 3.1065 -2.3423 2.5411  -0.0026
H 3.6002 -1.7286 4.1273  0.0005
H 3.7394 -0.6997 2.6670  -0.0011
H -2.4272 -2.3842 2.5200  0.0000
H -3.4226 -1.9772 1.1055  0.0010
H -4.1745 -2.2037 2.6975  -0.0001
H -4.1113 1.4461 2.4363  -0.0003
H -5.1580 0.0571 2.7696  0.0000
H -4.5491 0.3535 1.1215  -0.0008

Calculated values
Spin multiplicity: 3
E: -3950.54685 hartree
Relative energy (zero: lowest compared OMol25 entry of this formula, charge and spin): 23.9 kcal per mole
Expectation value of S²: 2.040

***

# 3
Computed, not measured: C32H46BrN3P2Pt as an isolated structure at a distorted geometry, with wB97M-V/def2-TZVPD.

Each line ends with the Mulliken spin population.
Element x y z (Å)
N -1.1466 -9.5222 -4.0840  0.0019
C -2.2922 -9.0989 -3.5546  -0.0009
C -2.3806 -7.9344 -2.7844  0.0020
C -1.2259 -7.1410 -2.5946  -0.0020
C -0.0207 -7.6145 -3.1594  0.0022
C -0.0361 -8.8185 -3.8839  -0.0008
C -1.2979 -5.8604 -1.8997  0.0097
Pt -0.3726 0.3948 0.8943  0.6768
P 0.4741 5.7742 -1.9746  0.6812
C -0.4081 -4.8612 -2.1169  -0.0027
C -0.5358 -3.5856 -1.5087  0.0055
C 0.1860 -2.4954 -2.0537  0.0119
C 0.0965 -1.2519 -1.4479  -0.0249
C -0.6542 -1.1668 -0.2549  -0.0007
C -1.4878 -2.1850 0.2251  0.0328
C -1.3917 -3.4229 -0.3958  -0.0013
Br -0.4035 2.7936 1.4511  0.0327
H -2.1695 -5.7213 -1.2619  0.0006
H 0.3938 -4.9927 -2.8497  -0.0004
H -3.3418 -7.6250 -2.3812  0.0000
H 0.9201 -7.0665 -3.0581  0.0003
H -3.1822 -9.6955 -3.7458  0.0000
H 0.8852 -9.2088 -4.3216  0.0000
H 0.8031 -2.6558 -2.9432  0.0002
H -1.9507 -4.2826 -0.0096  -0.0006
H 0.5893 -0.3569 -1.8249  -0.0150
H -2.1397 -2.0094 1.0725  0.0023
P 1.9010 0.3067 1.2673  0.1510
C -1.1070 5.0046 -2.4543  0.0587
C -1.6859 5.6512 -3.7218  0.0128
H -1.7873 5.1386 -1.5985  -0.0025
H -0.8863 3.9385 -2.6124  0.0387
H -2.7411 5.3781 -3.8181  0.0014
H -1.6250 6.7471 -3.7038  -0.0061
H -1.1704 5.3050 -4.6252  -0.0003
C 1.7819 4.7581 -2.7406  0.0403
C 3.0521 5.5691 -3.0277  0.0154
H 1.3510 4.3744 -3.6785  -0.0081
H 1.9733 3.9334 -2.0370  0.0466
H 3.6839 5.0104 -3.7253  0.0016
H 2.8332 6.5433 -3.4837  -0.0050
H 3.6382 5.7459 -2.1186  -0.0006
C 0.7023 5.5629 -0.1888  0.0718
C 0.1489 6.7467 0.6152  0.0177
H 1.7841 5.4408 -0.0072  -0.0071
H 0.1667 4.6274 0.0702  0.0306
H 0.4583 6.6422 1.6610  0.0009
H 0.5140 7.7149 0.2464  -0.0047
H -0.9473 6.7688 0.5906  -0.0001
C 2.4256 1.1847 2.7898  0.0096
C 3.2987 0.4209 3.7832  0.0019
H 1.5139 1.5651 3.2750  0.0014
H 2.9582 2.0756 2.4272  0.0001
H 2.7582 -0.3981 4.2745  -0.0002
H 4.2045 0.0148 3.3174  -0.0002
H 3.6114 1.1236 4.5654  -0.0003
C 2.7998 1.1098 -0.1018  -0.0275
C 3.6557 0.1953 -0.9831  0.0060
H 3.4252 1.8802 0.3750  0.0003
H 2.0342 1.6340 -0.6919  0.0088
H 4.5296 -0.1815 -0.4364  -0.0002
H 3.0922 -0.6597 -1.3760  -0.0003
H 4.0218 0.7725 -1.8401  0.0005
C 2.4561 -1.4279 1.4012  0.0088
C 1.6000 -2.3134 2.3113  -0.0025
H 3.5015 -1.4047 1.7374  0.0039
H 2.4508 -1.8414 0.3837  -0.0023
H 1.4756 -3.2946 1.8367  0.0003
H 2.0640 -2.4718 3.2932  -0.0012
H 0.5912 -1.9102 2.4695  0.0025
N -1.7346 -0.2543 4.9110  -0.0017
C -0.7935 -0.2652 3.9334  -0.0246
N -1.3578 0.0831 2.7742  0.1463
C -2.7101 0.3317 2.9921  0.0038
C -3.6962 0.8606 2.1594  0.0050
C -4.9306 1.1751 2.7503  -0.0005
C -5.1637 0.9730 4.1150  0.0010
C -4.1606 0.4451 4.9537  -0.0006
C -2.9551 0.1217 4.3587  0.0011
H -1.5615 -0.4559 5.8850  0.0021
H 0.2502 -0.5088 4.1331  0.0003
H -3.4359 1.0093 1.1150  -0.0058
H -5.7209 1.5894 2.1280  0.0000
H -6.1445 1.2386 4.5174  0.0001
H -4.3026 0.2864 6.0197  0.0007

Calculated values
Spin multiplicity: 3
Total charge: +2
E: -4786.68356 hartree
Relative energy (zero: lowest compared OMol25 entry of this formula, charge and spin): 0.0 kcal per mole
Expectation value of S²: 2.006